# 1
39
Properties=species:S:1:pos:R:3:forces:R:3 method="wB97M-V/def2-TZVPD" spin_multiplicity=1 homo_ha=-0.1924 total_energy_ha=-1068.37234 charge=-1 e_above_lowest_kj_mol=128.3 gap_ev=8.28
I 1.308018 -0.537631 -0.221847 0.0 -0.1 0.1
C -1.940022 1.919589 -0.563957 -1.0 -0.7 1.7
C -1.619952 2.428029 0.897393 -0.6 -0.6 -1.4
O -0.221252 2.411549 1.113793 -0.4 1.2 0.1
H -2.975862 1.595049 -0.662917 -0.6 0.6 0.3
H -1.509572 0.927169 -0.697807 1.0 0.4 -0.5
H -1.776822 2.664009 -1.343257 0.6 -0.3 0.1
H -2.090602 1.876199 1.711073 -0.3 -0.7 -0.3
H -2.113862 3.396629 0.974653 0.8 0.6 0.1
H 0.096908 1.617519 0.678033 0.4 -0.5 -0.1
C 2.997038 -3.675641 3.029403 -0.7 0.3 1.1
C 1.732208 -4.277041 2.412403 0.9 0.6 -1.4
O 1.923528 -4.177171 1.001983 -0.3 -0.9 -0.5
H 3.001848 -2.585671 3.022913 -0.2 0.1 -0.6
H 3.886878 -4.029211 2.508553 -0.2 -0.2 0.1
H 3.041588 -3.880481 4.099053 0.3 -0.4 0.2
H 0.780428 -3.798201 2.642453 0.1 0.1 0.6
H 1.650218 -5.348751 2.593523 0.0 0.0 0.3
H 1.752588 -3.291581 0.673173 -0.1 0.5 0.1
C -2.875742 -1.654691 0.396673 0.6 -2.2 1.1
C -2.429692 -2.993331 -0.353837 1.0 1.7 0.1
O -1.431622 -2.632871 -1.323257 -1.3 -0.7 -0.6
O -1.932442 -1.292591 1.463803 -1.6 -0.3 -1.2
H -3.820922 -1.861941 0.898453 0.0 0.0 0.3
H -3.108012 -0.860161 -0.312477 0.6 0.0 -0.2
H -3.267522 -3.528841 -0.800347 -0.2 0.6 -0.8
H -2.012152 -3.799031 0.250003 0.1 0.5 1.0
H -0.623232 -2.335321 -0.899487 0.3 0.2 0.4
H -1.147732 -0.921681 1.053613 0.5 0.1 -0.3
C 1.541298 3.413719 -1.970797 -0.2 -1.6 -2.0
C 1.181588 4.547609 -2.931667 -0.5 -1.1 0.3
O 1.987338 5.631039 -2.784737 2.0 2.7 1.1
O 0.964688 2.275049 -2.641287 -0.7 0.5 0.2
H 1.207588 3.579369 -0.946447 -0.2 -0.1 0.0
H 2.596478 3.143429 -2.011387 0.6 0.9 0.4
H 0.172788 4.879089 -2.685587 -0.4 -0.3 -0.5
H 1.349248 4.301269 -3.980147 -0.9 -1.0 0.0
H 2.693518 5.398859 -2.177277 0.1 0.2 0.0
H 1.031228 1.476649 -2.112407 0.1 -0.3 0.5


# 2
41
Properties=species:S:1:pos:R:3:forces:R:3 method="wB97M-V/def2-TZVPD" spin_multiplicity=1 homo_ha=-0.4666 total_energy_ha=-1520.75625 charge=+1 e_above_lowest_kj_mol=292.6 gap_ev=8.71
K 0.117397 -1.163686 -0.693240 0.0 -0.1 -0.2
C -3.825663 -0.141856 -3.802740 0.6 0.1 0.9
C -3.334643 -0.902546 -5.009080 0.5 -0.4 1.0
O -3.558483 -2.318286 -4.945230 -0.7 0.9 -0.7
O -3.247643 -0.666686 -2.588700 0.3 -0.3 -0.1
H -4.910833 -0.103426 -3.707840 0.0 -0.2 -0.2
H -3.439313 0.871074 -3.916000 -0.2 0.3 -0.2
H -2.262643 -0.741056 -5.122490 0.1 0.2 0.0
H -3.817363 -0.350746 -5.815680 -0.2 -0.9 -0.6
H -2.851223 -2.745826 -4.456780 0.0 0.3 0.0
H -3.758833 -0.371046 -1.831810 -0.2 0.0 -0.1
C 2.566537 4.438694 2.029530 0.4 -1.5 -1.5
C 2.964647 3.595514 0.758230 -0.1 0.9 1.7
O 2.044867 2.533154 0.525330 -0.5 -0.1 -0.5
O 2.666837 3.577444 3.207800 0.0 1.7 -0.9
H 1.605467 4.894884 1.792170 -0.7 -0.6 0.7
H 3.195667 5.328684 2.043710 0.6 -0.5 0.8
H 3.957147 3.186794 0.947950 0.2 0.1 -0.3
H 2.960917 4.264604 -0.102240 0.0 -0.3 -0.1
H 2.064527 1.892504 1.240030 0.3 0.2 0.1
H 2.286347 2.724564 2.985490 -0.2 0.1 0.1
C -3.461113 1.031044 2.478750 1.1 1.4 0.6
C -2.359993 2.110584 2.852360 -2.0 -0.5 0.3
O -1.627723 1.735144 4.035500 -0.4 0.1 -1.3
O -2.829563 -0.063566 1.897360 0.8 -1.5 -1.1
H -4.160783 1.383964 1.721120 0.1 0.3 0.1
H -4.025483 0.711434 3.354770 0.0 0.3 0.2
H -2.893133 3.042974 3.038130 0.2 0.1 0.4
H -1.734263 2.276684 1.975430 0.3 -0.1 0.0
H -1.066853 1.019064 3.728460 0.3 -0.1 0.4
H -2.259793 -0.522846 2.518650 -0.3 0.0 0.4
C 3.502007 -4.662666 -0.832430 -0.4 -0.8 0.3
C 3.994487 -3.794686 0.284910 1.3 1.0 1.1
O 3.489607 -2.482776 0.195000 -1.3 1.4 -0.9
O 2.071887 -4.635126 -0.912770 0.2 0.3 -0.1
H 3.768107 -5.697576 -0.617380 0.4 -0.1 0.1
H 3.955577 -4.448786 -1.800230 -0.3 0.5 0.1
H 5.077197 -3.670096 0.267170 0.3 -0.6 -0.3
H 3.785157 -4.079626 1.315970 -0.3 -1.1 -0.2
H 3.528287 -2.022366 1.036500 0.3 -0.3 0.0
H 1.822667 -5.033526 -0.075660 -0.5 -0.1 0.0


# 3
36
Properties=species:S:1:pos:R:3:forces:R:3 method="wB97M-V/def2-TZVPD" spin_multiplicity=1 homo_ha=-0.4405 total_energy_ha=-824.14282 charge=+2 e_above_lowest_kj_mol=144.2 gap_ev=4.60
C 0.682527 4.306094 -0.064042 -0.5 1.3 -0.1
C 0.382117 3.384258 -2.444748 0.7 2.0 -3.4
C 5.539330 -7.218143 1.536020 -2.6 0.4 1.0
C 6.429255 -6.997049 -0.806253 -3.2 0.5 -1.4
C -3.299841 5.006638 1.709382 4.7 -1.8 0.7
C -3.441539 7.409112 0.298787 -0.3 1.6 2.2
C -0.125166 4.158454 -1.322524 -0.4 1.0 2.6
C 5.758730 -7.820784 0.257507 -0.7 1.5 -2.1
N -1.261354 4.704579 -1.149491 -2.1 0.6 -1.9
N -10.053566 -2.101571 0.724536 0.2 1.0 -2.1
N 5.027988 -8.836934 -0.106848 2.7 1.4 -2.3
P -2.307765 6.448425 1.253148 0.5 -1.5 0.0
H 0.089424 4.684052 0.751715 -0.8 -0.6 0.3
H 1.170005 3.435390 0.161521 1.1 -2.4 0.9
H 1.436931 5.047875 0.026958 1.1 0.9 -1.2
H -0.259280 3.513162 -3.389742 0.8 -0.3 1.5
H 0.531061 2.359077 -2.269066 -0.1 -1.4 0.6
H 1.417518 3.768157 -2.728327 -1.2 -0.3 0.4
H 5.125856 -7.911985 2.258085 -0.5 0.1 0.1
H 4.879739 -6.291804 1.370505 0.2 -1.6 0.0
H 6.275203 -6.712070 2.036921 2.8 0.8 0.7
H 6.028402 -5.899586 -0.806835 -0.3 -2.1 0.0
H 6.235948 -7.466463 -1.809743 0.6 0.7 0.9
H 7.394491 -6.681819 -0.662235 2.9 -0.4 0.6
H -4.271604 5.196403 1.853568 -3.9 0.5 -0.5
H -2.942517 4.278040 0.909714 -1.0 0.7 0.5
H -3.011768 4.448016 2.659197 0.3 1.0 -1.0
H -4.457203 7.354739 0.806754 1.1 0.4 -0.5
H -2.955361 8.447031 0.321878 -1.2 -1.3 -0.7
H -3.609452 6.966888 -0.649174 0.1 -0.2 -1.4
H -9.836134 -2.410960 1.654207 -0.4 -0.7 -0.3
H -10.857018 -2.373189 0.184484 -1.4 -0.2 1.6
H -9.449088 -2.377885 -0.033727 1.6 0.0 0.8
H -1.903944 4.666859 -1.997516 1.0 -0.2 1.1
H 4.539551 -9.335177 0.563351 -1.4 -1.4 1.3
H 5.098524 -9.147830 -1.097970 -0.3 0.0 1.2


# 4
36
Properties=species:S:1:pos:R:3:forces:R:3 method="wB97M-V/def2-TZVPD" spin_multiplicity=1 homo_ha=-0.3478 total_energy_ha=-620.11916 e_above_lowest_kj_mol=39.3 smiles=CCO.CCO.CCO.CCO gap_ev=10.09
C -3.221350 0.229377 0.852354 -0.1 -0.1 -0.3
C -2.951941 1.552514 1.533223 -0.1 0.2 0.2
O -2.489361 2.524775 0.593705 -0.2 0.0 0.2
H -4.050443 0.328549 0.145041 0.0 0.1 0.1
H -3.492861 -0.557740 1.556911 0.1 0.0 0.0
H -2.358411 -0.070033 0.257552 0.1 -0.1 0.2
H -2.193547 1.497520 2.314846 0.2 -0.2 -0.2
H -3.852163 1.897213 2.058033 0.0 0.1 -0.2
H -3.248695 2.791248 0.066568 0.1 0.0 -0.1
C 2.056819 -0.585158 4.480647 0.2 -0.5 0.0
C 1.702173 -0.356010 3.020845 0.0 -0.2 0.2
O 2.652331 -1.030049 2.227157 0.2 -0.1 0.0
H 1.520521 0.105835 5.129603 0.0 0.0 0.1
H 3.130568 -0.520881 4.665836 0.0 0.4 -0.2
H 1.820893 -1.615079 4.764596 -0.2 0.1 0.0
H 1.673449 0.716937 2.791595 0.1 0.0 0.0
H 0.695033 -0.762634 2.856345 0.0 0.1 -0.1
H 2.404640 -1.019002 1.291075 -0.2 0.1 0.0
C 1.042022 1.617349 -0.610568 0.0 -0.4 0.2
C 0.526235 0.224120 -0.254990 0.2 0.5 -0.5
O 1.542524 -0.761283 -0.427059 -0.3 0.2 0.3
H 0.241051 2.341400 -0.452484 0.1 0.1 -0.1
H 1.414489 1.649030 -1.634814 -0.2 0.1 -0.1
H 1.888482 1.861555 0.033729 -0.1 0.1 0.1
H -0.332225 -0.034804 -0.883321 -0.1 0.0 0.0
H 0.177230 0.247070 0.777295 0.1 -0.3 0.1
H 1.417037 -1.131523 -1.312672 0.2 -0.3 0.0
C 0.133497 -0.399505 -4.416798 0.3 0.6 -0.4
C -0.068497 -1.739071 -3.756057 0.4 -0.1 0.1
O 1.044499 -2.052331 -2.895704 -0.3 0.0 0.0
H 0.896783 -0.429750 -5.199564 0.0 -0.2 0.1
H 0.481460 0.348573 -3.700978 -0.1 -0.1 0.2
H -0.763474 0.006594 -4.889272 -0.1 -0.2 0.1
H -0.162306 -2.536456 -4.495158 -0.2 0.0 0.0
H -0.953395 -1.738896 -3.121086 0.0 0.0 0.0
H 1.676934 -2.599437 -3.366445 0.0 0.0 0.0


# 5
38
Properties=species:S:1:pos:R:3:forces:R:3 method="wB97M-V/def2-TZVPD" spin_multiplicity=1 homo_ha=-0.3076 total_energy_ha=-770.56615 e_above_lowest_kj_mol=188.6 gap_ev=8.63
C 0.316377 -0.374388 -0.083368 0.1 0.9 -0.7
C 0.092640 0.585073 0.806297 1.2 -0.3 0.9
C 0.119835 2.042379 0.604303 -1.2 0.8 -1.2
C -0.761741 2.836713 1.230247 -0.2 -0.4 0.2
C -1.976714 2.296003 1.887520 -0.3 0.2 1.4
C 1.005339 2.681758 -0.438795 -0.1 0.2 0.9
C 2.312075 2.468002 -0.431556 0.2 -0.3 0.0
C 0.343611 3.705957 -1.329501 0.8 -0.5 0.0
H 0.204933 -0.075897 -1.124360 0.2 -0.2 -0.1
H 0.757465 -1.338386 0.115021 -0.7 -0.3 0.3
H 0.173663 0.356989 1.870365 -0.1 -0.3 -0.1
H -0.634175 3.911597 1.261981 0.0 0.1 -0.5
H -2.880685 2.325701 1.289081 0.1 0.0 -0.7
H -1.870325 1.275731 2.221536 0.1 -0.2 -0.2
H -2.304486 2.829451 2.787869 0.4 0.2 0.0
H 2.712107 1.703538 0.224038 0.2 0.1 0.1
H 3.008695 3.046199 -1.022830 0.0 -0.2 -0.3
H 0.927661 3.798249 -2.244558 0.1 0.5 0.1
H -0.617234 3.357983 -1.637470 -0.8 -0.3 -0.1
H 0.201302 4.639289 -0.790847 0.1 0.2 -0.2
O -2.485433 -2.381000 0.983396 -0.1 -1.1 -0.2
H -2.162746 -2.965221 0.276270 0.2 0.6 -0.5
H -3.063466 -2.997183 1.453544 0.0 0.4 0.3
O 2.304338 -1.643937 -2.201503 0.0 0.4 0.1
H 1.529439 -1.077350 -2.107330 0.0 0.0 -0.3
H 2.832095 -1.377604 -1.437245 0.3 -0.2 0.0
O 1.048322 -4.003393 -1.905561 0.5 0.1 0.2
H 1.526514 -3.717825 -2.692421 -0.2 -0.2 -0.4
H 1.523833 -3.415977 -1.301821 -0.1 -0.1 0.3
O -1.499362 -3.245121 -1.678138 -0.3 0.5 0.7
H -0.519629 -3.267008 -1.744791 -0.6 -0.6 -0.6
H -1.921839 -3.485682 -2.506204 0.4 0.0 0.0
O 3.364786 -2.273335 0.536818 -0.3 0.2 0.4
H 3.346371 -1.577336 1.206952 0.3 0.2 -0.2
H 2.699241 -2.869791 0.897865 0.1 -0.3 -0.2
O -3.165069 -0.414310 2.665733 0.3 0.4 0.8
H -4.015154 -0.641465 2.295846 0.0 -0.2 -0.4
H -2.472596 -0.718405 2.063625 -0.6 -0.3 -0.2


# 6
44
Properties=species:S:1:pos:R:3:forces:R:3 method="wB97M-V/def2-TZVPD" spin_multiplicity=2 homo_ha="-0.4790 / -0.4757" total_energy_ha=-1218.81264 charge=+1 s2=0.76 gap_ev="10.50 / 5.32"
Ag -2.578460 21.232000 17.083850 0.3 0.1 -0.1
O -3.336880 18.459910 20.173700 0.3 0.3 -0.2
C -2.954400 19.712220 19.936030 0.5 -2.5 2.2
O -3.697520 20.316970 19.177350 -1.2 2.4 -2.3
O -1.957210 20.197760 20.469630 0.2 0.6 -0.5
H -2.607370 18.115100 20.693820 0.2 -0.8 0.6
C -2.735430 24.753600 17.861510 -0.7 1.4 -0.6
O -3.098510 23.413860 17.999340 0.2 -1.6 0.6
H -3.026450 25.018390 16.845000 0.2 0.2 0.0
H -3.371150 25.320830 18.541370 0.2 0.4 0.0
H -1.688060 25.007660 18.024520 0.1 -0.4 0.0
H -3.006490 23.194410 18.929380 -0.2 -0.2 0.2
C -5.289700 21.746640 15.857390 -0.3 -1.0 -0.4
O -4.014720 21.669930 15.184330 -0.6 0.6 0.3
H -5.452690 20.826190 16.418010 0.2 0.0 0.6
H -5.340390 22.621720 16.505290 0.2 -0.1 -0.2
H -6.126790 21.691800 15.161420 0.1 0.7 -0.3
H -4.113810 21.072760 14.439230 0.1 -0.1 -0.1
C -0.277850 23.200830 14.712030 -0.7 0.3 0.5
O -0.842030 22.402490 15.777140 0.2 -0.3 -0.6
H -0.906460 23.103060 13.826940 0.0 -0.3 0.2
H -0.348330 24.242440 15.025370 0.3 0.1 -0.2
H 0.746980 22.930500 14.457580 0.0 -0.1 0.2
H -0.391200 22.587880 16.604170 0.3 0.4 0.1
C -4.630620 17.401580 15.957890 0.7 -0.3 0.4
C -3.309490 17.918220 16.644680 -1.2 -1.4 -0.1
O -2.689540 19.044810 16.037960 -0.6 -0.6 0.3
O -4.478530 17.234780 14.555350 0.1 0.9 -0.1
H -5.480350 18.020350 16.246310 0.0 0.4 -0.7
H -4.888930 16.403240 16.311010 0.2 0.1 0.8
H -2.656410 17.045530 16.646580 0.5 0.1 -0.1
H -3.525950 18.118420 17.694040 0.0 0.3 -0.1
H -2.505990 18.760560 15.139560 0.2 0.3 -0.4
H -4.208700 16.328730 14.388430 0.0 0.0 -0.1
C 0.724040 21.920830 19.288710 0.8 -0.4 -0.7
C 0.838370 20.771850 18.299410 1.3 0.6 -0.2
O -0.382950 20.236450 17.926830 -1.5 -0.8 -0.2
O 0.022450 23.070960 18.752130 0.1 -1.2 0.6
H 1.750300 22.196550 19.531320 0.0 0.2 0.2
H 0.244070 21.510570 20.177200 -0.1 0.4 0.1
H 1.459910 19.985060 18.726910 0.2 0.0 0.3
H 1.351820 21.025660 17.372030 0.0 0.5 0.0
H -0.577540 19.571050 18.590890 -0.3 -0.1 -0.1
H -0.613210 23.214550 19.457060 -0.3 0.6 -0.3